# 1
The following is a quantum chemistry calculation of a 2-piece molecular cluster, C3H9OS overall at a distorted geometry, from the OMol25 dataset.

Structure (ORCA input):
```
! wB97M-V def2-TZVPD RIJCOSX def2/J DEFGRID3
* xyz -1 1
C 0.8268 -1.6213 2.6333
S 0.7087 -0.6604 1.0806
H 0.0028 -1.3849 3.2941
H 1.7610 -1.4153 3.1485
H 0.7809 -2.6805 2.3744
C -0.2651 1.2166 -1.7998
O -0.4489 -0.1574 -1.7146
C -1.4926 2.0197 -1.3479
H -0.0106 1.5325 -2.8110
H 0.5834 1.5442 -1.2062
H 0.0068 -0.5032 -0.9151
H -1.9432 2.6857 -2.0991
H -1.3136 2.7053 -0.5174
H -2.2881 1.3432 -1.0542
*
```

**Largest force on an atom**: 1.1 eV/Å
**E**: -16140.077 eV
**Energy above the lowest of the compared OMol25 structures with the same formula, charge and spin**: 22.59 kcal per mole

# 2
The following is a quantum chemistry calculation of a 2-piece molecular cluster, C3H9OS overall, from the OMol25 dataset.

Structure (ORCA input):
```
! wB97M-V def2-TZVPD RIJCOSX def2/J DEFGRID3
* xyz 0 2
C 2.0507 0.4478 -1.0640
S 1.8615 -1.2606 -0.6491
H 2.4939 0.5734 -2.0534
H 2.7648 0.8983 -0.3760
H 1.1342 1.0254 -1.0219
C -1.4185 0.6190 0.5079
O -1.8014 -0.4327 1.3842
C -2.4930 1.6762 0.5280
H -1.2660 0.2266 -0.5037
H -0.4477 1.0271 0.8087
H -1.3369 -1.2326 1.1129
H -3.3435 1.3820 -0.0709
H -2.0825 2.6148 0.1496
H -2.7904 1.8664 1.5617
*
```

**Largest force on an atom**: 0.7 eV/Å
**E**: -16137.980 eV
**<S²>**: 0.753
**Energy above the lowest of the compared OMol25 structures with the same formula, charge and spin**: 11.69 kcal per mole

# 3
The following is a quantum chemistry calculation of one molecule with the formula C3H9P3 at a distorted geometry, from the OMol25 dataset.

Structure (ORCA input):
```
! wB97M-V def2-TZVPD RIJCOSX def2/J DEFGRID3
* xyz 0 1
C 0.9275 1.8854 1.3656
C -1.6905 -1.7283 -1.0086
C 0.2372 0.6511 0.9618
P 0.2309 3.2662 2.0251
P 0.1909 -1.7048 -0.8826
P 0.6481 0.4108 -0.8770
H 2.0518 1.9947 1.0207
H -1.9108 -1.5702 -0.0441
H -2.0150 -2.6435 -1.3121
H -2.0972 -1.0678 -1.6461
H 0.4696 -0.1485 1.5613
H -0.7722 0.8998 1.0109
H 1.2373 4.0682 1.7636
H 0.5969 -1.8591 -2.1959
H 2.0899 0.1179 -0.8801
*
```

**Largest force on an atom**: 4.0 eV/Å
**E**: -31120.335 eV
**Energy above the lowest of the compared OMol25 structures with the same formula, charge and spin**: 3.24 kcal per mole
**SMILES**: [H]/P=C/C[PH]#[PH]C

# 4
The following is a quantum chemistry calculation of a 2-piece molecular cluster, C3H9S overall, from the OMol25 dataset.

Structure (ORCA input):
```
! wB97M-V def2-TZVPD RIJCOSX def2/J DEFGRID3
* xyz -1 1
C 0.0006 0.8093 0.7794
C -1.3379 1.4042 1.2344
H -0.1676 0.3158 -0.1816
H 0.3604 0.0791 1.4958
H 0.7346 1.6144 0.6592
H -2.0265 0.6245 1.5765
H -1.2453 2.1288 2.0476
H -1.8223 1.9409 0.4189
C 1.2293 -1.7691 -1.5977
S -0.5728 -2.0638 -1.6328
H 1.7099 -2.2575 -0.7493
H 1.6762 -2.1214 -2.5293
H 1.4613 -0.7054 -1.5211
*
```

**Largest force on an atom**: 0.8 eV/Å
**E**: -14092.665 eV
**Energy above the lowest of the compared OMol25 structures with the same formula, charge and spin**: 11.33 kcal per mole

# 5
The following is a quantum chemistry calculation of a 2-piece molecular cluster, C3H9S overall at a distorted geometry, from the OMol25 dataset.

Structure (ORCA input):
```
! wB97M-V def2-TZVPD RIJCOSX def2/J DEFGRID3
* xyz -1 1
S -0.5181 -2.3568 2.7909
H -1.5666 -2.0550 3.5479
C 0.2924 0.2347 0.7169
C 0.2117 0.9966 -0.5929
C 0.2000 0.0860 -1.7944
H 0.7792 0.9716 1.4774
H -0.7240 -0.1774 0.9958
H 0.8871 -0.6217 0.6391
H -0.8155 1.3754 -0.5340
H 0.8319 1.9145 -0.7779
H 0.2649 0.7308 -2.6723
H -0.7815 -0.4518 -2.0403
H 0.9386 -0.6469 -1.7562
*
```

**Largest force on an atom**: 3.0 eV/Å
**E**: -14092.295 eV
**Energy above the lowest of the compared OMol25 structures with the same formula, charge and spin**: 19.85 kcal per mole

# 6
The following is a quantum chemistry calculation of a 2-piece molecular cluster, C3H9S2 overall at a distorted geometry, from the OMol25 dataset.

Structure (ORCA input):
```
! wB97M-V def2-TZVPD RIJCOSX def2/J DEFGRID3
* xyz -1 1
C -1.8718 -1.0023 1.2135
S -3.1397 -0.6304 -0.0150
H -1.3865 -1.9600 1.0718
H -2.3497 -0.9429 2.1895
H -1.1180 -0.2257 1.2272
C 1.0668 0.7704 -1.2071
C 2.0062 0.5141 -0.0241
S 1.5736 -0.8621 1.0145
H 1.0505 -0.1234 -1.8387
H 0.0602 0.9855 -0.8493
H 1.3467 1.6209 -1.8431
H 2.0908 1.4722 0.5136
H 3.0254 0.5126 -0.4735
H -2.3545 -0.1290 -0.9792
*
```

**Largest force on an atom**: 2.1 eV/Å
**E**: -24927.994 eV
**Energy above the lowest of the compared OMol25 structures with the same formula, charge and spin**: 17.38 kcal per mole

# 7
The following is a quantum chemistry calculation of a 2-piece molecular cluster, C3H9S3 overall, from the OMol25 dataset.

Structure (ORCA input):
```
! wB97M-V def2-TZVPD RIJCOSX def2/J DEFGRID3
* xyz -1 1
C 0.5058 -1.9472 0.3042
C -0.6388 -1.0518 0.7315
S -2.0561 -1.2785 -0.3662
S -3.0107 0.6059 -0.3222
H 1.0033 -1.5292 -0.5682
H 0.1706 -2.9708 0.0948
H 1.2622 -1.9530 1.0947
H -0.3353 -0.0201 0.5231
H -0.8671 -1.1401 1.7929
H -3.7065 0.4398 0.8007
C 1.4789 2.2730 -0.8933
S 2.0256 0.8902 0.2084
H 1.0956 3.1248 -0.3274
H 2.3541 2.6057 -1.4599
H 0.7182 1.9512 -1.6131
*
```

**Largest force on an atom**: 1.0 eV/Å
**E**: -35763.354 eV
**Energy above the lowest of the compared OMol25 structures with the same formula, charge and spin**: 15.25 kcal per mole

# 8
The following is a quantum chemistry calculation of C3HBaFO2 as an isolated structure at a distorted geometry, from the OMol25 dataset.

Structure (ORCA input):
```
! wB97M-V def2-TZVPD RIJCOSX def2/J DEFGRID3
* xyz 1 2
H -1.6519 -0.6003 1.1853
O 0.3554 -1.1407 0.3101
O 0.2392 1.0030 -0.2309
C -0.9856 -0.8159 0.2172
C -1.0198 0.5131 -0.0736
C 1.1056 -0.0744 -0.1234
F -1.9465 1.1705 -0.7504
Ba 3.9036 -0.0553 -0.5343
*
```

**Largest force on an atom**: 4.0 eV/Å
**E**: -10620.945 eV
**<S²>**: 0.752
**Energy above the lowest of the compared OMol25 structures with the same formula, charge and spin**: 0.00 kcal per mole

# 9
The following is a quantum chemistry calculation of C3HBr3 as an isolated structure at a distorted geometry, from the OMol25 dataset.

Structure (ORCA input):
```
! wB97M-V def2-TZVPD RIJCOSX def2/J DEFGRID3
* xyz 0 1
C 0.3358 1.7515 1.4017
C -0.5262 1.6023 0.5931
C -0.1111 -2.1340 -0.8711
Br -1.7419 1.5344 -0.7639
Br 0.4108 -0.8998 -2.1317
Br 0.9451 -3.5557 -0.6538
H 0.6874 1.7013 2.4257
*
```

**Largest force on an atom**: 2.3 eV/Å
**E**: -213248.595 eV
**Energy above the lowest of the compared OMol25 structures with the same formula, charge and spin**: 59.61 kcal per mole

# 10
The following is a quantum chemistry calculation of C3HBrCl3NOS as an isolated structure at a distorted geometry, from the OMol25 dataset.

Structure (ORCA input):
```
! wB97M-V def2-TZVPD RIJCOSX def2/J DEFGRID3
* xyz 0 1
C -2.2719 -0.7296 -0.5457
C 0.7501 1.0089 0.6732
C 1.5754 0.0035 0.3621
N -3.3703 -0.3595 -0.2773
O -1.2699 -1.2635 -0.7558
S 2.6803 0.2347 -1.0038
Cl -0.4088 0.9697 1.9326
Cl 3.7203 -1.4853 -1.0179
Cl 1.6124 -1.4491 1.2541
Br 0.8138 2.5528 -0.4068
H -3.8313 0.5174 -0.2146
*
```

**Largest force on an atom**: 1.2 eV/Å
**E**: -125108.849 eV
**Energy above the lowest of the compared OMol25 structures with the same formula, charge and spin**: 0.00 kcal per mole

# 11
The following is a quantum chemistry calculation of a 2-piece molecular cluster, C3HBrClN overall at a distorted geometry, from the OMol25 dataset.

Structure (ORCA input):
```
! wB97M-V def2-TZVPD RIJCOSX def2/J DEFGRID3
* xyz 0 1
C 2.1295 0.2703 1.4236
C -1.2138 0.3528 0.9595
C -1.2277 1.3878 1.4623
N 1.6185 -0.2745 0.5517
Cl -1.1000 -0.9526 0.0238
Br -1.0254 2.2619 2.9736
H 2.6257 0.9152 2.1877
*
```

**Largest force on an atom**: 6.3 eV/Å
**E**: -87178.026 eV
**Energy above the lowest of the compared OMol25 structures with the same formula, charge and spin**: 68.05 kcal per mole
**SMILES**: ClC#CBr.C#N

# 12
The following is a quantum chemistry calculation of a 2-piece molecular cluster, C3HBrF4 overall at a distorted geometry, from the OMol25 dataset.

Structure (ORCA input):
```
! wB97M-V def2-TZVPD RIJCOSX def2/J DEFGRID3
* xyz 0 1
C 0.5713 -0.7754 0.9164
C -1.7184 0.7879 0.0860
C 1.3297 -0.2306 -0.1832
F -2.9412 0.4488 -0.2213
F -1.8181 1.9534 0.6542
F 1.2747 1.0845 -0.1347
F 1.3171 -0.6349 -1.4762
Br -0.4604 -2.2309 0.3027
H 2.4454 -0.4027 0.0562
*
```

**Largest force on an atom**: 4.3 eV/Å
**E**: -84033.338 eV
**Energy above the lowest of the compared OMol25 structures with the same formula, charge and spin**: 92.65 kcal per mole

# 13
The following is a quantum chemistry calculation of an isolated ion of composition C3HBrFO3 and charge -1 at a distorted geometry, from the OMol25 dataset.

Structure (ORCA input):
```
! wB97M-V def2-TZVPD RIJCOSX def2/J DEFGRID3
* xyz -1 1
C 1.1337 1.2676 -0.8462
C 1.4163 -0.1893 -1.1654
C 0.1794 1.6035 0.3861
O 1.9677 -0.3959 -0.0582
O 1.8841 2.1646 -1.1986
O 1.3508 -0.8627 -2.1537
F 0.1163 0.6137 1.2612
Br -1.6557 1.8053 -0.4167
H 0.4475 2.6126 0.9057
*
```

**Largest force on an atom**: 2.2 eV/Å
**E**: -82030.552 eV
**Energy above the lowest of the compared OMol25 structures with the same formula, charge and spin**: 6.36 kcal per mole
**SMILES**: O=C([O-])C(=O)[C@H](F)Br

# 14
The following is a quantum chemistry calculation of an isolated ion of composition C3HBrNOS2 and charge -1 at a distorted geometry, from the OMol25 dataset.

Structure (ORCA input):
```
! wB97M-V def2-TZVPD RIJCOSX def2/J DEFGRID3
* xyz -1 1
C -1.8605 -0.8360 -2.2067
C -1.2407 0.3482 -2.1729
C -0.4607 -1.5135 -0.2225
N -0.1294 -0.2718 -0.1274
O -0.4938 0.7261 -1.0719
S -1.5740 1.6724 -3.1829
S -0.1748 -2.7680 0.7540
Br -2.3393 -1.9233 -3.6032
H 0.4238 0.2005 0.5847
*
```

**Largest force on an atom**: 2.8 eV/Å
**E**: -98373.908 eV
**Energy above the lowest of the compared OMol25 structures with the same formula, charge and spin**: 76.18 kcal per mole

# 15
The following is a quantum chemistry calculation of C3HBrOS2 as an isolated structure at a distorted geometry, from the OMol25 dataset.

Structure (ORCA input):
```
! wB97M-V def2-TZVPD RIJCOSX def2/J DEFGRID3
* xyz 0 1
C -1.2421 -0.5996 -0.8039
C 1.2910 0.2421 -0.8187
C -0.1438 0.4569 1.4524
O -0.2426 0.8247 2.5707
S -1.6252 0.5198 0.3072
S 1.3758 -0.2392 0.7959
Br 2.5679 -0.5405 -1.9015
H -1.9809 -0.6642 -1.6021
*
```

**Largest force on an atom**: 1.0 eV/Å
**E**: -96881.812 eV
**Energy above the lowest of the compared OMol25 structures with the same formula, charge and spin**: 126.73 kcal per mole

# 16
The following is a quantum chemistry calculation of C3HCl2NO2S2 as an isolated structure at a distorted geometry, from the OMol25 dataset.

Structure (ORCA input):
```
! wB97M-V def2-TZVPD RIJCOSX def2/J DEFGRID3
* xyz 0 3
C 0.0240 -0.2203 -0.2467
C 0.3956 -1.1618 0.6026
C 2.3608 0.5092 1.2683
N 0.5859 0.9391 -0.6245
O 3.8703 -0.0075 3.1254
O 4.6185 1.4820 1.2106
S 1.8559 1.5235 0.1596
S 3.6737 1.0042 2.1664
Cl 0.2324 -2.0396 1.8927
Cl 3.2325 2.7336 3.1952
H -0.7177 -0.4256 -0.9178
*
```

**Largest force on an atom**: 3.1 eV/Å
**E**: -55419.417 eV
**<S²>**: 2.067

# 17
The following is a quantum chemistry calculation of one molecule with the formula C3HCl2NS at a distorted geometry, from the OMol25 dataset.

Structure (ORCA input):
```
! wB97M-V def2-TZVPD RIJCOSX def2/J DEFGRID3
* xyz 0 1
C -0.9943 1.0199 -0.2737
C 0.5585 -0.9929 -0.3657
C 0.1341 0.4129 0.4063
N -1.7943 1.5837 -0.8982
S 2.0788 -1.3553 -0.3669
Cl -0.6772 -1.7003 -1.3380
Cl -0.2533 -0.1446 2.1643
H 0.9476 1.1766 0.6720
*
```

**Largest force on an atom**: 3.3 eV/Å
**E**: -40495.488 eV
**Energy above the lowest of the compared OMol25 structures with the same formula, charge and spin**: 8.36 kcal per mole
**SMILES**: N#C[C@@H](Cl)C(=S)Cl

# 18
The following is a quantum chemistry calculation of a 3-piece molecular cluster, C3HCl2O3 overall at a distorted geometry, from the OMol25 dataset.

Structure (ORCA input):
```
! wB97M-V def2-TZVPD RIJCOSX def2/J DEFGRID3
* xyz -1 1
C 1.7305 -0.2506 0.3919
C 0.8111 1.0063 -1.5930
C 0.6004 0.0914 0.8843
O 2.7332 -0.5476 -0.1485
O 0.7546 0.0385 -2.2451
O 1.1174 2.0574 -1.1953
Cl -1.6295 0.7842 -0.9679
Cl 0.1703 0.3294 2.5505
H -0.2751 0.1772 0.3303
*
```

**Largest force on an atom**: 2.7 eV/Å
**E**: -34315.753 eV
**Energy above the lowest of the compared OMol25 structures with the same formula, charge and spin**: 17.76 kcal per mole

# 19
The following is a quantum chemistry calculation of a 2-piece molecular cluster, C3HCl3N2 overall at a distorted geometry, from the OMol25 dataset.

Structure (ORCA input):
```
! wB97M-V def2-TZVPD RIJCOSX def2/J DEFGRID3
* xyz 0 1
C -1.8855 -0.0055 1.8038
C -0.7839 0.1991 1.0620
C -1.8039 -0.6686 -1.2568
N -2.7503 -0.1230 2.5330
N 0.3265 0.2826 0.6673
Cl -3.0097 0.3425 -2.2284
Cl -0.1980 -0.5244 -2.0362
Cl -2.4634 -2.1841 -0.8702
H 0.9451 0.0620 -0.1550
*
```

**Largest force on an atom**: 3.2 eV/Å
**E**: -43669.509 eV
**Energy above the lowest of the compared OMol25 structures with the same formula, charge and spin**: 78.81 kcal per mole

# 20
The following is a quantum chemistry calculation of C3HCl3N2OS2 as an isolated structure at a distorted geometry, from the OMol25 dataset.

Structure (ORCA input):
```
! wB97M-V def2-TZVPD RIJCOSX def2/J DEFGRID3
* xyz 0 3
C -0.2061 -1.6727 0.1521
C 1.8528 -0.1464 -0.1165
C -1.3934 0.6574 -0.0074
N 0.8796 0.6276 0.3815
N -0.3303 0.1016 0.6703
O -1.1603 -2.2831 -0.0804
S 3.3720 0.3537 -0.5609
S 1.4015 -1.9866 0.0670
Cl -1.5607 2.4345 0.2151
Cl -1.2129 0.4444 -1.8143
Cl -2.8279 -0.1452 0.6218
H 1.1858 1.6148 0.4718
*
```

**Largest force on an atom**: 4.0 eV/Å
**E**: -67387.227 eV
**<S²>**: 2.009